No. 1
{
  "formula": "C24H57N15O24",
  "method": "ωB97M-V/def2-TZVPD",
  "symbols": ["C", "C", "C", "C", "N", "H", "H", "H", "H", "H", "H", "H", "C", "C", "C", "C", "N", "H", "H", "H", "H", "H", "H", "H", "C", "C", "C", "C", "N", "H", "H", "H", "H", "H", "H", "H", "C", "N", "O", "O", "H", "H", "H", "C", "N", "O", "O", "H", "H", "H", "C", "N", "O", "O", "H", "H", "H", "C", "N", "O", "O", "H", "H", "H", "C", "N", "O", "O", "H", "H", "H", "C", "N", "O", "O", "H", "H", "H", "C", "N", "O", "O", "H", "H", "H", "C", "N", "O", "O", "H", "H", "H", "C", "N", "O", "O", "H", "H", "H", "C", "N", "O", "O", "H", "H", "H", "C", "N", "O", "O", "H", "H", "H", "C", "N", "O", "O", "H", "H", "H"],
  "positions_angstrom": [[3.1252, -4.9358, -0.9954], [1.8233, -4.3800, -0.4219], [1.8960, -3.9480, 1.0596], [2.0590, -5.0283, 2.0155], [2.1914, -5.7712, 2.8821], [3.2944, -5.9098, -0.5625], [4.0227, -4.3521, -0.7660], [2.9864, -5.0382, -2.0749], [1.0092, -5.0570, -0.5576], [1.4864, -3.4910, -0.9514], [1.0280, -3.3142, 1.2663], [2.6620, -3.2100, 1.1732], [-3.3685, 1.6080, 1.4130], [-4.2360, 2.8013, 1.3347], [-3.4635, 4.0075, 1.9160], [-3.2362, 3.9798, 3.3458], [-3.1359, 3.9210, 4.4706], [-2.9348, 1.4679, 2.3919], [-2.5388, 1.7105, 0.7339], [-3.8247, 0.6782, 1.1025], [-5.1757, 2.7288, 1.8682], [-4.4381, 3.0490, 0.2893], [-3.9342, 4.9476, 1.6551], [-2.5161, 4.1330, 1.4063], [-2.5481, 4.5571, -1.6016], [-1.2554, 5.3383, -1.8396], [-0.1634, 4.8979, -0.8197], [0.1945, 3.5045, -0.9447], [0.4262, 2.4082, -1.1678], [-3.0184, 4.9373, -0.6943], [-2.4866, 3.4610, -1.4494], [-3.3027, 4.7284, -2.3687], [-1.4129, 6.3780, -1.6822], [-0.8148, 5.2256, -2.8440], [-0.4553, 5.0325, 0.2208], [0.7338, 5.4933, -0.8997], [5.5676, -1.2360, -0.2907], [6.7135, -0.2854, -0.0374], [7.7176, -0.7493, 0.4101], [6.5100, 0.8683, -0.3244], [5.9412, -1.7783, -1.1877], [4.6016, -0.7291, -0.4542], [5.5611, -1.9044, 0.5729], [-2.6031, -1.6639, 4.7423], [-2.0372, -2.0261, 3.4468], [-2.3374, -1.3828, 2.4843], [-1.2936, -2.9831, 3.4168], [-1.9341, -0.8455, 5.0820], [-2.6036, -2.5390, 5.3666], [-3.5770, -1.2356, 4.5592], [3.5572, 1.8623, -0.2964], [3.1152, 3.2647, -0.0649], [2.7144, 3.5759, 1.0257], [3.1819, 4.0255, -1.0189], [3.8620, 1.4439, 0.6672], [4.2564, 1.7874, -1.1018], [2.6456, 1.3003, -0.6335], [0.5308, 3.7637, 3.6665], [0.1974, 2.6314, 2.7871], [0.5542, 1.5257, 3.2079], [-0.3640, 2.7833, 1.7548], [0.0588, 4.7256, 3.4513], [1.6063, 3.8437, 3.5927], [0.4450, 3.4120, 4.7000], [-3.2529, 0.2953, -3.2375], [-4.1418, -0.0232, -2.0637], [-4.6197, 0.8882, -1.4379], [-4.3245, -1.2088, -1.8107], [-3.3473, 1.3257, -3.4635], [-3.5587, -0.3236, -4.0911], [-2.1947, 0.1237, -2.9071], [-2.1224, -5.1983, 1.1761], [-2.2498, -4.8427, -0.2698], [-1.3821, -5.2238, -1.0114], [-3.2212, -4.1710, -0.5788], [-1.3503, -4.5183, 1.5250], [-1.8753, -6.2709, 1.3366], [-3.0677, -4.8975, 1.6844], [-1.1726, -2.7683, -3.2210], [-0.1095, -1.9542, -3.9354], [0.4735, -2.5448, -4.8716], [0.1007, -0.8318, -3.5354], [-1.2118, -3.7646, -3.6252], [-2.1549, -2.3112, -3.4344], [-0.9173, -2.7811, -2.1725], [3.1786, -2.0422, -4.1609], [3.1163, -1.1547, -2.9258], [3.9039, -0.2372, -2.8251], [2.2126, -1.4161, -2.1403], [4.2277, -2.0758, -4.5103], [2.5600, -1.4737, -4.8859], [2.8420, -3.0349, -3.8107], [3.2111, -0.1325, 4.3290], [2.6486, -0.6890, 3.0882], [1.7048, -1.4721, 3.1783], [3.1659, -0.3890, 2.0375], [3.2118, -0.8260, 5.1725], [2.5252, 0.6984, 4.6189], [4.1884, 0.2645, 4.1154], [2.5505, 2.5860, -4.0432], [2.5576, 3.8355, -4.8073], [1.8280, 4.7293, -4.3990], [3.2566, 3.9508, -5.7594], [2.2927, 1.8725, -4.8239], [1.8236, 2.6631, -3.2250], [3.5540, 2.4002, -3.6783], [-5.3696, -1.4894, 1.0220], [-5.6246, -1.4577, 2.4780], [-6.0828, -0.4737, 3.0122], [-5.2898, -2.4675, 3.0789], [-5.4834, -0.4941, 0.5594], [-6.0928, -2.2124, 0.6153], [-4.3781, -1.9187, 0.9180], [0.6407, -0.3476, 0.2583], [-0.6939, -0.9999, -0.1800], [-0.7601, -2.2484, -0.1717], [-1.5892, -0.2811, -0.5525], [0.3173, 0.5356, 0.8387], [1.1161, -0.1327, -0.7076], [1.1641, -1.0826, 0.8036]],
  "forces_ev_per_a": [[-0.6, 0.1, 0.1], [0.5, 1.0, 0.5], [-0.7, 0.2, -1.2], [0.0, 0.4, 0.6], [0.0, -0.2, -0.3], [0.2, -0.5, 0.0], [-0.3, 0.3, -0.1], [0.4, -0.1, 0.1], [-0.4, -0.8, 0.0], [0.3, 0.2, -0.2], [-0.4, -0.7, 0.3], [1.1, 0.2, 0.2], [0.5, -1.1, -0.2], [0.1, 1.4, 0.1], [-0.1, 0.5, -0.9], [-0.5, -0.2, -2.1], [0.5, -0.1, 2.4], [0.0, -0.1, 0.5], [0.5, 0.2, -0.3], [-0.3, -0.1, 0.1], [-0.2, -0.3, 0.1], [-0.2, -0.1, 0.1], [-0.6, 0.2, 0.2], [0.5, -0.4, 0.0], [-0.6, 0.0, 0.1], [0.9, -1.6, 0.2], [-0.3, 0.5, 0.3], [-0.2, 0.3, -0.6], [0.2, -0.7, -0.1], [0.0, 0.0, 0.2], [0.5, 0.5, -0.3], [0.2, 0.0, -0.2], [-0.3, 0.9, 0.1], [-0.4, -0.1, 0.3], [-0.4, 0.1, 0.1], [0.4, 0.1, -0.3], [0.6, -0.6, -0.3], [-2.0, -0.1, -0.3], [1.1, -0.3, 0.4], [0.3, 0.8, -0.1], [-0.7, 0.2, 0.6], [0.8, -0.1, 0.1], [-0.1, 0.0, -0.3], [0.4, 1.4, 0.2], [0.2, -1.2, 0.1], [-0.4, 1.1, -1.0], [0.4, -0.4, 0.1], [-0.4, -0.6, 0.2], [0.0, -0.1, 0.3], [-0.3, -0.1, 0.1], [-1.7, -0.9, 0.5], [0.8, 0.0, -1.5], [-0.4, 0.1, 0.8], [-0.1, -0.2, 0.4], [0.2, 0.2, -0.4], [0.6, 0.3, -0.1], [0.6, 0.7, 0.4], [0.9, 0.2, 1.0], [0.6, -1.3, 1.6], [0.0, 0.6, -0.2], [-0.8, 0.7, -1.3], [-0.2, -0.6, -0.2], [0.4, 0.3, -0.5], [-0.7, 0.2, -0.3], [0.8, -0.8, 0.5], [0.3, -1.3, -0.5], [-0.1, 0.6, 0.2], [0.2, 0.8, -0.4], [-0.3, 0.9, -0.1], [0.2, 0.1, 0.5], [-1.0, -0.2, -0.3], [-0.7, 0.2, 0.7], [-1.3, 0.0, 0.9], [0.4, -0.1, -0.7], [0.6, -0.3, -0.2], [0.3, -0.2, 0.2], [-0.1, 0.9, -0.4], [0.7, -0.4, -0.5], [-0.3, 0.5, -0.7], [-0.3, -2.1, -0.8], [-0.8, 1.6, 1.4], [0.0, -0.1, -0.6], [0.4, -0.2, -0.2], [0.6, 0.1, 0.4], [-0.2, 0.2, 0.2], [0.8, 0.6, 0.5], [-0.5, -0.8, -0.4], [-0.2, 0.0, 0.1], [1.1, 0.3, -0.2], [-0.6, 0.1, 0.3], [0.2, -1.0, 0.4], [-0.2, 0.7, -0.7], [-0.8, 1.3, 1.0], [-1.0, -1.8, 0.4], [0.8, 0.9, 0.2], [0.4, 0.4, -0.4], [-0.1, -0.3, -0.6], [0.5, -0.5, -0.4], [0.2, 0.0, -0.1], [-0.3, -0.5, -0.1], [-1.2, 1.6, 1.7], [-0.2, -0.1, 0.1], [1.3, -0.4, -1.5], [-0.1, -0.5, 0.4], [0.3, -0.1, -0.4], [0.1, 0.0, 0.0], [-0.5, 0.0, -0.6], [0.5, -0.2, 0.4], [-0.1, 0.2, -0.2], [-0.2, 0.0, 0.1], [0.0, -0.6, 0.4], [0.2, 0.3, 0.0], [0.1, 0.2, -0.2], [-2.2, 0.4, -1.0], [0.7, -1.3, 0.3], [0.2, 1.9, 0.1], [0.2, -0.2, 0.1], [0.5, -0.4, -0.4], [-0.2, 0.2, 0.6], [0.5, -0.6, 0.6]]
}



No. 2
{
  "formula": "C24H57N3O16P4",
  "method": "ωB97M-V/def2-TZVPD",
  "smiles": "COP(=O)(OC)OC.COP(=O)(OC)OC.COP(=O)(OC)OC.COP(=O)(OC)OC.CCCC#N.CCCC#N.CCCC#N",
  "symbols": ["C", "O", "P", "O", "O", "C", "O", "C", "H", "H", "H", "H", "H", "H", "H", "H", "H", "C", "O", "P", "O", "O", "C", "O", "C", "H", "H", "H", "H", "H", "H", "H", "H", "H", "C", "O", "P", "O", "O", "C", "O", "C", "H", "H", "H", "H", "H", "H", "H", "H", "H", "C", "O", "P", "O", "O", "C", "O", "C", "H", "H", "H", "H", "H", "H", "H", "H", "H", "C", "C", "C", "C", "N", "H", "H", "H", "H", "H", "H", "H", "C", "C", "C", "C", "N", "H", "H", "H", "H", "H", "H", "H", "C", "C", "C", "C", "N", "H", "H", "H", "H", "H", "H", "H"],
  "positions_angstrom": [[-2.7751, 3.3393, -0.3379], [-2.4927, 4.0959, 0.7906], [-1.0533, 4.2022, 1.4849], [0.1807, 3.9973, 0.6381], [-1.2064, 5.6689, 2.1764], [-1.0135, 6.8240, 1.3738], [-1.1486, 3.2065, 2.7645], [-0.0031, 2.5847, 3.3094], [-3.4784, 2.5402, -0.1038], [-1.9249, 2.7960, -0.7504], [-3.1710, 3.8949, -1.1880], [-0.5278, 7.6463, 1.8991], [-2.0274, 7.1250, 1.1102], [-0.5442, 6.6322, 0.4089], [0.2589, 3.0641, 4.2527], [0.8873, 2.6691, 2.6865], [-0.1496, 1.5158, 3.4651], [3.8416, -0.6010, 6.3488], [4.5628, -0.0573, 5.2160], [3.8232, 0.7209, 4.0381], [2.5443, 0.1059, 3.5654], [3.7453, 2.2601, 4.5741], [4.9078, 2.9220, 5.0273], [4.9831, 0.8642, 2.9687], [4.7351, 1.3508, 1.6809], [2.8336, -0.1890, 6.3966], [4.4411, -0.5139, 7.2550], [3.6812, -1.6260, 6.0147], [4.7665, 3.4541, 5.9681], [5.1174, 3.7570, 4.3588], [5.7849, 2.2878, 5.1566], [5.4536, 2.1381, 1.4530], [3.7707, 1.8498, 1.5860], [4.8425, 0.6185, 0.8807], [-0.0622, -4.6515, -2.6736], [0.8274, -4.1019, -1.7173], [1.8861, -5.0085, -0.7711], [2.8014, -6.0106, -1.4102], [2.7058, -3.7507, -0.0434], [3.9566, -3.2924, -0.5617], [0.9249, -5.5770, 0.4238], [1.4568, -6.3568, 1.4550], [0.1142, -4.0782, -3.5837], [-1.1321, -4.6069, -2.4699], [0.1624, -5.7079, -2.8210], [4.6915, -3.6305, 0.1689], [4.0106, -2.2417, -0.8468], [4.2196, -3.7958, -1.4920], [1.2637, -7.4273, 1.3854], [1.1196, -5.9455, 2.4065], [2.5326, -6.1822, 1.4710], [-5.0585, 1.9137, -4.0393], [-4.2615, 0.7157, -4.0374], [-3.1915, 0.5212, -2.8394], [-2.0468, 1.4964, -2.8713], [-4.1817, 0.5710, -1.5226], [-5.4021, -0.2460, -1.4875], [-2.7776, -1.0405, -2.9973], [-1.8329, -1.5353, -3.9017], [-6.1195, 1.6679, -4.0833], [-4.8127, 2.4254, -4.9699], [-4.9970, 2.5984, -3.1934], [-5.2818, -1.1174, -2.1312], [-6.2251, 0.4197, -1.7476], [-5.7697, -0.5487, -0.5070], [-2.2250, -2.3067, -4.5644], [-0.9534, -1.9245, -3.3888], [-1.4210, -0.7579, -4.5453], [-2.2643, -4.3699, 0.3371], [-3.2792, -3.2255, 0.5121], [-4.7055, -3.8272, 0.8719], [-5.7116, -3.8462, -0.2990], [-6.4492, -3.8510, -1.1671], [-1.2695, -3.9923, 0.1009], [-2.6348, -5.1382, -0.3415], [-2.1578, -4.9792, 1.2346], [-3.3420, -2.6379, -0.4038], [-2.9270, -2.5484, 1.2904], [-5.1500, -3.3411, 1.7403], [-4.5240, -4.8796, 1.0900], [3.1566, 3.8627, -3.4782], [1.9718, 3.7038, -2.4001], [0.7136, 3.1472, -3.1397], [0.8640, 1.8311, -3.6684], [0.9392, 0.7607, -4.0467], [2.8501, 4.6226, -4.1969], [3.2590, 2.9519, -4.0682], [4.0975, 4.1773, -3.0266], [1.7427, 4.7100, -2.0492], [2.2214, 3.0954, -1.5308], [0.3862, 3.8483, -3.9075], [-0.1855, 3.1111, -2.5244], [1.6390, 0.0948, 0.4080], [0.8572, -0.9230, -0.3616], [-0.7151, -0.6108, -0.4652], [-1.4866, -0.1872, 0.7048], [-2.1587, 0.1838, 1.6182], [1.1902, 0.2012, 1.3957], [1.7683, 1.0733, -0.0545], [2.6333, -0.3232, 0.5649], [0.8848, -1.9088, 0.1026], [1.2848, -1.0789, -1.3521], [-1.2889, -1.4764, -0.7963], [-0.7768, 0.1378, -1.2551]],
  "forces_ev_per_a": [[-0.1, -2.0, -1.4], [1.1, 1.0, 1.0], [1.2, -0.3, 0.5], [-2.3, 0.4, 1.1], [1.0, -1.6, -0.1], [-1.3, 0.3, -0.9], [-0.6, 1.2, -1.7], [1.3, -0.2, 0.4], [-0.2, 0.2, 0.3], [0.4, 0.2, 0.2], [-0.1, 0.6, 0.4], [0.1, -0.4, 0.2], [0.0, 0.5, 0.0], [0.5, -0.2, 0.2], [-0.2, 0.0, 0.1], [-0.2, 0.2, -0.3], [-0.5, 0.1, 0.0], [-0.5, -0.7, -1.5], [0.4, 0.8, -0.4], [-1.0, 0.2, 0.2], [1.7, 1.4, 0.9], [-1.0, -1.3, -0.1], [0.7, 1.1, 0.1], [0.4, -1.2, 0.8], [-0.1, 1.3, -1.2], [0.2, 0.4, 0.4], [-0.2, 0.1, -0.3], [0.1, -0.3, 0.8], [-0.6, -0.5, 0.3], [0.2, -0.3, -0.5], [-0.1, -0.2, -0.3], [0.3, 0.0, 0.2], [-0.3, -0.3, 0.1], [-0.1, -0.4, 0.4], [0.3, -0.8, -0.9], [1.5, -1.2, 2.4], [0.4, 1.3, -0.1], [-1.8, 1.6, 0.8], [-1.9, -1.4, -0.9], [0.7, -1.2, -0.6], [0.0, 1.3, -2.5], [1.5, 0.2, 1.1], [0.0, -0.3, -0.1], [0.1, 0.4, 0.8], [0.1, 0.0, -0.3], [0.2, 0.7, 0.0], [-0.5, 0.2, 0.8], [-0.2, -0.3, 0.0], [-0.3, 0.2, -0.3], [-0.4, -0.2, -0.1], [0.2, -0.5, 0.1], [-0.5, 0.2, -0.9], [0.5, 0.0, 1.1], [-0.2, 0.2, -0.1], [-2.1, -1.6, 0.6], [1.3, -0.7, -0.7], [-0.2, 0.6, -0.5], [-1.6, 1.5, 1.1], [1.6, 0.2, -1.2], [0.1, -0.5, -0.1], [0.0, 0.2, 0.2], [0.8, -0.3, 0.2], [-0.3, 0.2, 0.0], [0.1, -0.1, -0.9], [1.3, -0.1, 0.5], [-0.5, 0.0, 0.3], [-0.2, -0.1, 0.4], [-0.1, 0.2, 0.0], [-0.4, 0.0, 0.4], [-0.5, -0.8, 0.0], [0.1, 0.1, -1.6], [2.2, 0.4, 2.5], [-0.7, 0.0, -0.9], [-0.1, -0.2, -0.3], [0.2, 0.3, -0.7], [0.0, 0.4, 0.5], [-0.1, 0.0, 0.0], [-0.3, 0.0, 0.1], [-0.1, 0.0, -0.2], [-0.3, 0.0, 0.3], [-1.5, -0.2, 1.0], [0.6, 0.2, -1.8], [-0.1, 1.5, 1.0], [0.0, 0.3, 0.0], [0.2, -1.4, -0.5], [0.0, 0.2, 0.1], [0.3, -0.2, 0.3], [0.0, -0.2, 0.0], [-0.2, -0.1, 0.2], [0.1, -0.1, -0.2], [0.4, -0.1, -0.4], [0.2, -0.1, 0.5], [0.3, -0.3, 0.7], [-2.0, -0.6, 0.2], [1.1, -0.1, -0.7], [-1.9, 1.9, 3.6], [2.6, -1.6, -3.6], [0.2, 0.3, 0.1], [-0.3, 0.0, -0.2], [0.1, 0.1, 0.1], [0.5, 0.1, 0.3], [-0.5, 0.2, -0.3], [0.3, -0.3, -0.4], [-0.5, 0.3, 0.1]]
}



| no. | maximum force (hartree/bohr) | E (eV) |
| --- | --- | --- |
| 1 | 0.05007 | -97270.3783 |
| 2 | 0.09207 | -100204.6233 |